Molecular formula: C3H8BNO8S
Method: DFT, ωB97M-V/def2-TZVPD

Geometry as XYZ:
```
22
Properties=species:S:1:pos:R:3:forces:R:3
O 2.10761 -2.74442 -3.42749 -0.1 -0.6 0.4
N -0.39917 1.42289 1.76797 -1.6 -0.5 1.1
O 3.19209 -0.59103 -3.65477 0.4 0.4 0.2
B -1.15210 0.65890 0.70864 -0.7 -0.5 -1.1
H -1.75375 -1.03232 1.66480 -0.5 0.9 -0.2
H 0.60303 0.95833 3.64544 -0.1 -0.7 -1.9
O -1.06013 -1.45667 -1.62101 -0.1 2.2 1.5
S 2.37190 -1.61222 -4.34883 0.1 0.1 0.1
H 0.13395 -0.54109 2.63944 0.6 1.3 0.0
C -1.37609 1.99751 2.77662 0.5 0.7 0.5
H -1.39239 -1.86286 -0.78926 0.1 0.8 -0.7
O 1.08528 -1.00955 -4.77359 -0.6 0.3 -0.2
C 0.51100 0.53971 2.56716 1.2 0.2 -0.2
H -1.83960 1.17664 3.44909 0.3 1.3 -1.1
O 0.75432 -0.07677 -1.86016 -6.0 -0.3 2.6
O -0.96887 0.91431 -0.69736 -0.5 -2.1 2.4
O 3.10270 -2.10653 -5.54116 0.3 -0.3 -0.6
O -2.15399 -0.35373 1.07756 2.2 0.5 -0.4
H -2.15666 2.67772 2.28431 1.0 -1.3 0.6
C -0.40670 -0.21513 -1.38971 6.2 -0.8 -3.1
H -0.75088 2.68852 3.47065 -1.1 -1.1 -1.1
H 1.54846 0.56778 2.05165 -1.7 -0.4 1.0
```
Positions in Å, forces in eV/Å.

Calculated values
* charge: -2
* E_HOMO: 1.28 eV
* gap between HOMO and LUMO: 2.542 eV

natural (NBO) atomic charge list, values in e, 2 entries: -1.146 -0.745

***

Molecular formula: C19H29N3O3
Method: DFT, ωB97M-V/def2-TZVPD

Geometry as XYZ:
```
54
Properties=species:S:1:pos:R:3:forces:R:3
H -2.21956 -1.12463 -3.74320 0.0 -0.1 -0.1
C -3.90703 0.79698 -2.90969 0.2 -0.1 0.1
H -1.29856 0.38267 -3.63841 0.0 0.1 -0.1
H 5.98641 1.95191 -0.69556 0.0 0.0 0.0
H -1.07512 1.32046 1.19500 0.1 -0.1 0.1
N -2.08761 1.16947 -1.31025 0.5 0.0 0.0
H -2.04103 -0.60147 1.90134 0.2 -0.1 -0.2
H 6.49646 -2.31012 0.38748 0.1 -0.1 0.0
H -2.77653 3.71215 -1.07043 0.1 0.1 0.0
H -2.08226 2.67581 1.70456 0.0 0.0 0.1
C -1.74861 -0.42125 -3.06147 -0.1 0.2 0.2
N 1.09157 -2.34342 1.45073 0.0 -0.3 -0.3
H 6.71390 2.07198 0.93262 0.0 0.0 0.0
C 6.77994 1.57653 -0.04144 0.0 0.2 0.0
H 7.74796 1.79399 -0.49002 -0.1 0.0 0.0
C 5.62673 -1.77793 0.73853 0.2 0.2 -0.1
C 0.01149 -1.61916 1.73712 0.1 -0.1 0.1
C 3.42732 -0.36786 1.62351 0.0 -0.2 0.0
C 4.55018 -2.44770 1.27937 -0.1 0.1 0.1
H 2.47179 -3.52610 2.46330 0.0 0.1 0.1
C -2.78327 0.15309 -2.08779 -0.1 -0.2 -0.4
H -4.74277 0.93749 0.10155 -0.1 0.0 0.0
H -3.53526 1.69500 -3.39490 0.0 0.1 -0.1
H 1.95788 -2.02008 3.27163 0.1 -0.2 -0.1
H -3.86262 3.55541 0.31684 -0.1 0.1 0.1
H 1.11732 -2.74918 0.52208 -0.1 0.1 0.1
H 4.57710 -3.52512 1.35479 0.0 -0.1 0.0
O -0.76511 -2.21564 -0.45356 0.0 -0.1 -0.1
H -0.96735 -0.94564 -2.51617 0.1 -0.1 0.0
C 5.61382 -0.38636 0.63170 0.0 -0.2 0.0
H -1.18830 0.79349 -1.03438 0.0 0.0 0.0
C -2.74388 1.76199 -0.14924 -0.2 0.4 0.2
C -1.01788 -1.63813 0.59222 -0.1 0.0 0.0
H -4.24676 0.10191 -3.67405 -0.1 -0.1 -0.1
H -3.79900 0.98952 1.58823 -0.1 0.0 0.1
H 2.56712 0.18470 1.97269 -0.1 0.1 0.0
H 4.45418 1.39162 1.00953 0.0 0.1 0.0
C 2.24560 -2.46604 2.31466 0.0 0.1 0.2
H -4.38896 -1.19839 -1.51592 -0.1 0.0 0.1
C -1.64781 2.17449 0.84273 -0.1 -0.1 -0.2
N -2.10289 -0.95430 0.94766 -0.1 0.2 0.5
H -4.12083 -1.31560 0.76693 0.1 0.1 -0.1
C -3.47368 3.05042 -0.56442 0.1 -0.2 0.1
O 6.72609 0.17636 0.08629 -0.1 -0.3 0.0
C -3.36497 -0.67812 0.28080 -0.5 -0.1 -0.2
C -3.35972 -0.99805 -1.21515 0.1 0.0 0.0
C 3.43820 -1.75038 1.73572 0.0 0.0 0.1
O -0.19992 -1.00354 2.77098 0.1 0.1 0.1
H -0.96350 2.86444 0.35380 0.1 0.1 0.0
H -4.76017 1.05707 -2.29021 -0.2 0.1 0.1
C 4.49890 0.31624 1.07776 0.2 0.2 -0.1
H -4.29932 2.84945 -1.23694 -0.1 0.0 -0.1
H -2.78426 -1.90737 -1.37591 -0.1 0.0 0.0
C -3.74543 0.78697 0.51694 0.3 -0.2 -0.2
```
Positions in Å, forces in eV/Å.

Calculated values
* charge: 0
* energy relative to the best compared isomer or geometry (same formula, charge and spin): 42.3 kcal per mole
* SMILES: COc1ccc(CNC(=O)C(=O)NC2CC(C)(C)NC(C)(C)C2)cc1
* E_HOMO: -8.52 eV
* gap between HOMO and LUMO: 9.224 eV

natural (NBO) atomic charge list, values in e, 2 entries: 0.207 -0.614

***

Molecular formula: C23H33Cl2N2PtSSbSi
Method: DFT, ωB97M-V/def2-TZVPD

Geometry as XYZ:
```
64
Properties=species:S:1:pos:R:3:forces:R:3
H -1.59737 3.09971 -2.24680 0.0 0.0 0.0
H -2.25436 3.84535 -0.78331 0.0 0.0 0.0
H 4.27287 0.65083 0.59422 0.0 0.0 0.0
H -2.75779 0.54529 0.83815 0.0 0.0 0.0
C -2.35908 3.00462 -1.47484 0.0 0.1 0.0
N -0.55344 0.03080 -1.47822 0.2 0.0 0.5
C 5.72004 -4.07986 0.55514 0.0 0.0 0.0
C -3.02851 -2.63053 -0.32022 0.0 0.1 0.0
H -0.66417 -4.00339 -2.44908 0.0 0.0 0.0
H -3.20957 -2.00821 -1.19639 0.0 0.0 0.0
H -1.03905 2.43360 3.93624 0.0 0.0 0.0
C 3.48882 1.23397 1.08295 0.0 0.1 0.0
Pt 0.91651 -0.89571 -0.16275 -0.9 0.2 -0.1
H -2.94736 2.27546 1.11680 0.0 0.0 0.0
Si 1.90374 1.19890 0.07444 0.7 -0.3 0.2
C 5.12581 -3.11886 -1.54662 0.0 0.0 0.0
H 0.65887 3.90854 -0.45951 0.0 0.0 0.0
C -4.47652 1.44093 -0.17447 0.0 0.1 0.0
Cl 2.90236 -1.75465 -2.05419 0.2 -0.1 -0.4
H -3.47495 -2.15645 0.55428 0.0 0.0 0.0
C -1.04755 3.99119 2.46061 0.0 0.0 0.0
C -0.60759 -4.42836 -1.44788 -0.1 0.0 0.0
H -1.32704 -3.47148 2.58022 0.0 0.0 0.0
S 2.24010 -2.17807 1.24910 0.0 0.5 -0.2
H 3.84548 2.26062 1.20799 0.0 0.0 0.0
C -1.29168 0.86012 -1.12260 0.1 0.2 0.0
H -1.76625 -4.87959 1.58505 0.0 0.0 0.0
C 3.96543 -2.61447 -0.98096 0.0 0.0 0.3
H 0.47223 0.97156 2.64878 0.0 0.0 0.0
C -0.57029 4.39690 1.22204 0.0 0.0 0.0
H 2.86229 1.34617 -2.20616 0.0 0.0 0.0
H -0.05366 -4.51562 1.93380 0.0 0.0 0.0
H -4.78370 3.57423 -0.25702 0.0 0.0 0.0
H 3.32768 0.80478 2.07373 0.0 0.0 0.0
C -1.03300 -4.08727 1.73103 0.0 0.0 0.0
H 1.38619 2.30053 -2.12743 0.0 0.0 0.0
C 0.18601 1.93731 2.24386 0.0 0.0 0.0
H -4.58533 0.57740 -0.83749 0.0 0.0 0.0
H -5.79615 2.66391 -1.37271 0.0 0.0 0.0
Sb -0.91783 -2.87243 -0.01471 0.1 -0.5 -0.2
C 4.56743 -3.55575 1.10740 0.0 0.0 0.0
H -1.36126 -5.20799 -1.33827 0.0 0.0 0.0
H 0.38392 -4.85420 -1.30111 0.0 0.0 0.0
H -3.82724 2.16000 -2.79381 0.0 0.0 0.0
C -3.76686 2.96435 -2.05473 0.0 0.0 0.1
C 0.69026 2.32876 0.99846 -0.1 0.0 -0.1
H -0.85465 5.36402 0.82325 0.0 0.0 0.0
N -2.10805 1.77970 -0.71158 -0.2 -0.2 -0.1
H 5.32094 -2.93573 -2.59402 0.0 0.0 0.0
C 6.01119 -3.85106 -0.77853 0.0 0.0 0.0
Cl 4.26737 -3.88550 2.78728 0.0 0.0 0.0
C -0.66696 2.75551 2.97096 0.0 0.0 0.0
C 0.28684 3.57063 0.50199 0.1 0.0 0.1
H -5.17415 1.30974 0.65463 0.0 0.0 0.0
C -4.79411 2.72365 -0.94646 0.1 -0.1 0.0
H 6.91680 -4.24557 -1.21808 0.0 0.0 0.0
H -3.48840 -3.60634 -0.47082 0.0 0.0 0.0
C 3.64524 -2.78304 0.37655 -0.1 0.1 0.0
H 6.37935 -4.66779 1.17831 0.0 0.0 0.0
H 2.88438 2.92939 -1.41958 0.0 0.0 0.0
H -3.97019 3.90295 -2.57299 0.0 0.0 0.0
C 2.28845 2.02582 -1.57403 -0.1 0.0 -0.1
H -1.70580 4.63750 3.02825 0.0 0.0 0.0
C -3.05668 1.48317 0.37185 -0.1 0.0 0.0
```
Positions in Å, forces in eV/Å.

Calculated values
* charge: 0
* energy relative to the best compared isomer or geometry (same formula, charge and spin): 12.8 kcal per mole
* E_HOMO: -6.65 eV
* gap between HOMO and LUMO: 6.934 eV

natural (NBO) atomic charge list, values in e, 2 entries: 0.225 0.215

***

Molecular formula: C3H7O2S
Method: DFT, ωB97M-V/def2-TZVPD

Geometry as XYZ:
```
13
Properties=species:S:1:pos:R:3:forces:R:3
S 1.11801 1.05166 -1.72427 -0.2 -0.3 1.0
H 1.12116 -1.51837 1.69524 0.0 -0.1 -0.4
H -2.05846 -1.08354 -1.44357 -0.5 2.0 0.4
H 0.01425 -0.95942 -1.11136 0.7 0.7 1.7
O -2.41628 -0.16323 -1.25006 2.3 -0.5 1.6
O -0.28070 -0.95820 2.93194 -1.4 -0.2 2.0
H -1.03227 0.37725 0.69131 -0.8 -0.3 0.8
H 1.51880 -0.78795 -0.10738 0.5 -0.3 -0.6
H -1.68357 0.26867 -0.62251 -2.3 -1.5 -2.7
C 0.64933 -0.24863 -0.46000 0.1 0.4 -1.5
C 0.26252 -0.84490 1.88616 1.1 0.2 -0.4
H 0.26453 1.21738 1.23734 0.8 -0.6 -0.3
C 0.01201 0.19868 0.87289 -0.2 0.5 -1.7
```
Positions in Å, forces in eV/Å.

Calculated values
* charge: -1
* energy relative to the best compared isomer or geometry (same formula, charge and spin): 49.6 kcal per mole
* E_HOMO: -2.70 eV
* gap between HOMO and LUMO: 6.352 eV

natural (NBO) atomic charge list, values in e, 2 entries: -0.707 0.088